1.
Formula: C26H36BCl3N4O7
Source: the Open Molecules 2025 dataset
Level of theory: the ωB97M-V functional and the def2-TZVPD basis

XYZ file:
```
77
C26H36BCl3N4O7 the ωB97M-V functional and the def2-TZVPD basis
C -5.823 -3.276 -3.707
N -5.950 -2.451 -2.445
C -5.681 -0.980 -2.681
C -4.393 -0.511 -1.724
C -4.728 0.242 -0.269
N -6.181 0.461 0.088
C -6.514 -0.092 1.300
C -6.235 -1.642 1.772
C -7.249 0.939 2.391
C -3.425 0.690 0.630
Cl -3.669 1.601 2.269
C -1.838 0.394 0.195
C -1.533 -0.362 -1.265
C -2.821 -0.786 -2.225
B -2.593 -1.493 -3.707
N -1.861 -2.804 -3.951
O -3.105 -0.773 -4.901
C 0.045 -0.592 -1.642
O 0.563 -1.600 -2.348
C 1.115 0.535 -1.025
N 2.385 0.885 -1.824
C 0.847 1.198 0.297
C 1.832 2.282 1.039
Cl 3.643 1.844 1.355
C 1.414 3.639 1.533
C 2.448 4.683 2.326
Cl -0.341 4.247 1.277
C -0.552 0.806 1.125
O -0.499 0.823 2.458
H -5.214 -2.750 -4.572
H -5.232 -4.265 -3.414
H -6.862 -3.627 -4.131
H -5.401 -2.842 -1.647
H -5.511 -0.706 -3.822
H -6.678 -0.407 -2.364
H -5.419 -2.201 1.144
H -7.288 -2.203 1.777
H -5.885 -1.651 2.912
H -6.555 1.869 2.659
H -7.530 0.325 3.374
H -8.241 1.415 1.943
H -0.942 -2.560 -4.427
H -2.354 -3.419 -4.640
H -3.774 -1.328 -5.401
H 2.144 0.796 -2.855
H 2.584 1.918 -1.708
H 1.998 5.763 2.432
H 3.538 4.647 1.902
H 2.516 4.255 3.438
O 3.426 4.287 5.097
C 3.551 3.143 5.523
O 3.876 2.927 6.818
C 3.886 1.636 7.455
C 5.195 0.916 7.198
C 3.435 1.967 4.598
H 3.013 1.045 7.161
H 3.785 1.821 8.530
H 5.348 0.725 6.132
H 5.220 -0.041 7.726
H 6.040 1.527 7.532
H 4.379 1.836 4.064
H 2.635 2.171 3.878
H 3.165 1.037 5.095
O 3.315 0.070 -4.575
C 4.143 -0.731 -4.149
O 5.415 -0.709 -4.610
C 6.496 -1.487 -4.065
C 6.503 -2.887 -4.649
C 3.740 -1.803 -3.181
H 6.469 -1.485 -2.971
H 7.421 -0.975 -4.352
H 5.587 -3.431 -4.402
H 7.356 -3.458 -4.272
H 6.560 -2.844 -5.741
H 3.274 -2.626 -3.730
H 3.015 -1.380 -2.478
H 4.560 -2.186 -2.577
```

Output
total energy = -3162.85132 Eh
Kohn-Sham gap = 6.7 eV
structure (SMILES) = CNCc1c(N=C(C)C)c(Cl)c2c(c1B(N)O)C(=O)C(N)=C(/C(Cl)=C(/C)Cl)C2=O.CCOC(C)=O.CCOC(C)=O
HOMO energy = -8.345 eV

Results of the Löwdin charge analysis, in e, for atoms 1 through 2:
1. C -0.1491
2. N -0.1475

***

2.
Formula: C34H46BrN9OPSbSe4Ti
Source: the Open Molecules 2025 dataset
Level of theory: the ωB97M-V functional and the def2-TZVPD basis

XYZ file:
```
98
C34H46BrN9OPSbSe4Ti the ωB97M-V functional and the def2-TZVPD basis
Ti -1.813 -0.272 0.298
Se -4.290 -2.177 4.077
Sb -4.717 -1.707 1.720
Se -3.770 1.012 0.048
Se -2.676 -2.592 0.350
Se -6.557 -2.868 0.598
Br 4.241 4.692 0.117
C 4.415 3.068 1.111
C 3.485 2.759 2.091
C 3.580 1.574 2.796
C 4.625 0.645 2.542
C 5.573 1.025 1.559
C 5.470 2.203 0.849
N 4.837 -0.540 3.187
N 3.859 -1.154 3.852
C 2.562 -1.101 3.370
C 1.503 -1.103 4.272
C 0.166 -0.913 3.886
C -0.149 -0.722 2.561
O -1.344 -0.321 2.108
C 0.872 -0.917 1.603
N 0.447 -0.901 0.303
C 1.327 -1.143 -0.634
C 2.678 -1.426 -0.365
C 3.121 -1.408 0.928
C 2.217 -1.123 1.973
H 2.674 3.446 2.300
H 2.841 1.354 3.553
H 6.389 0.340 1.362
H 6.196 2.447 0.084
H 1.752 -1.177 5.325
H -0.625 -0.855 4.624
H 0.972 -1.127 -1.657
H 3.347 -1.641 -1.188
H 4.154 -1.616 1.175
C -2.959 1.552 -3.587
N -2.604 0.170 -3.815
C -2.843 -0.341 -5.143
C -2.010 -0.587 -2.847
N -1.215 -0.078 -1.914
C -0.308 0.948 -2.240
C 0.337 1.020 -3.474
C 1.336 1.954 -3.710
C 1.733 2.812 -2.694
C 1.106 2.746 -1.458
C 0.067 1.849 -1.224
N -0.568 1.736 0.020
C -0.950 2.829 0.654
N -1.075 2.856 2.005
C -2.246 3.415 2.642
C -0.054 2.349 2.888
N -1.281 3.998 0.026
C -1.884 4.027 -1.284
C -1.022 5.283 0.633
N -2.272 -1.908 -2.908
C -3.616 -2.403 -3.168
C -1.276 -2.910 -2.568
H -2.183 2.242 -3.937
H -3.146 1.680 -2.524
H -3.892 1.761 -4.116
H -2.449 0.370 -5.876
H -3.909 -0.486 -5.345
H -2.335 -1.293 -5.273
H 0.070 0.308 -4.249
H 1.830 1.982 -4.673
H 2.548 3.508 -2.844
H 1.440 3.384 -0.648
H -2.999 3.643 1.891
H -2.010 4.313 3.227
H -2.673 2.660 3.306
H 0.676 1.773 2.329
H -0.492 1.710 3.649
H 0.457 3.188 3.382
H -2.316 3.054 -1.475
H -1.161 4.281 -2.066
H -2.695 4.761 -1.284
H -0.348 5.168 1.478
H -1.939 5.772 0.979
H -0.542 5.935 -0.103
H -4.317 -1.573 -3.199
H -3.911 -3.041 -2.331
H -3.667 -2.965 -4.107
H -0.517 -2.507 -1.906
H -0.808 -3.293 -3.484
H -1.753 -3.729 -2.036
C 2.082 -5.594 0.184
P 0.569 -4.600 0.554
C 0.752 -4.459 2.372
C -0.710 -5.919 0.507
H 2.209 -6.441 0.866
H 2.957 -4.947 0.260
H 2.032 -5.972 -0.840
H 0.844 -5.438 2.851
H -0.119 -3.938 2.776
H 1.629 -3.860 2.615
H -0.402 -6.818 1.049
H -0.939 -6.184 -0.527
H -1.623 -5.520 0.952
```

Output
2S+1 = 3
expectation value of S² = 2.04
energy relative to the best compared isomer or geometry (same formula, charge and spin) = 42.1 kJ/mol
total energy = -15502.24253 Eh
Kohn-Sham gap (spin up / spin down) = 4.6 / 5.4 eV
total charge = -2
HOMO energy (spin up / spin down) = -1.054 / -1.861 eV

Results of the Löwdin charge analysis, in e, for atoms 1 through 2:
1. Ti 0.2602
2. Se -0.3269

***

3.
Formula: C10H18Cl4O3
Source: the Open Molecules 2025 dataset
Level of theory: the ωB97M-V functional and the def2-TZVPD basis

XYZ file:
```
35
C10H18Cl4O3 the ωB97M-V functional and the def2-TZVPD basis
C -21.022 -20.018 -26.888
Cl -22.726 -19.717 -26.602
Cl -20.169 -18.484 -27.118
Cl -20.330 -20.904 -25.531
Cl -20.827 -21.011 -28.352
C -19.073 -24.829 -27.860
C -20.233 -24.709 -26.892
O -20.062 -24.561 -25.712
C -21.608 -24.671 -27.492
H -19.311 -25.514 -28.672
H -18.190 -25.177 -27.332
H -18.881 -23.835 -28.271
H -21.766 -23.671 -27.909
H -22.367 -24.826 -26.730
H -21.743 -25.401 -28.292
C -24.474 -23.074 -26.300
C -25.362 -22.395 -27.332
O -24.951 -21.565 -28.105
C -26.825 -22.755 -27.300
H -24.495 -24.159 -26.500
H -24.913 -22.980 -25.306
H -23.447 -22.739 -26.355
H -27.391 -21.928 -27.725
H -27.161 -22.931 -26.278
H -27.031 -23.636 -27.908
C -18.513 -13.547 -26.174
C -19.643 -14.323 -26.835
O -19.898 -14.199 -28.007
C -20.375 -15.301 -25.955
H -18.859 -13.002 -25.296
H -18.135 -12.826 -26.895
H -17.716 -14.240 -25.905
H -19.652 -15.983 -25.501
H -21.106 -15.880 -26.508
H -20.889 -14.767 -25.152
```

Output
total energy = -2458.28968 Eh
Kohn-Sham gap = 10.0 eV
structure (SMILES) = ClC(Cl)(Cl)Cl.CC(C)=O.CC(C)=O.CC(C)=O
HOMO energy = -9.608 eV

Results of the Löwdin charge analysis, in e, for atoms 1 through 2:
1. C -2.0359
2. Cl 0.5701

***

4.
Formula: C12H16N6O2
Source: the Open Molecules 2025 dataset
Level of theory: the ωB97M-V functional and the def2-TZVPD basis

XYZ file:
```
36
C12H16N6O2 the ωB97M-V functional and the def2-TZVPD basis
C -2.682 -2.795 0.994
C -1.526 -2.683 0.368
C -0.234 -2.344 1.045
H -0.413 -2.012 2.073
H 0.423 -3.222 1.062
O 0.518 -1.376 0.323
C -0.142 -0.271 -0.165
C 0.193 0.134 -1.458
C -0.378 1.277 -1.999
C -1.298 2.002 -1.271
C -1.632 1.613 0.014
C -1.050 0.492 0.590
O -1.280 0.090 1.877
C -2.246 0.777 2.634
H -2.285 0.263 3.594
H -3.232 0.736 2.161
H -1.962 1.821 2.798
H -2.335 2.208 0.574
H -1.747 2.888 -1.692
H -0.094 1.595 -2.991
C 1.234 -0.632 -2.228
N 2.547 -0.454 -1.591
N 2.798 0.856 -1.261
C 2.766 1.383 -0.002
N 2.952 2.683 -0.111
N 3.087 2.931 -1.412
N 2.993 1.888 -2.112
N 2.657 0.626 1.108
H 2.403 1.125 1.944
H 2.222 -0.277 0.969
H 3.285 -0.808 -2.196
H 1.234 -0.289 -3.271
H 1.030 -1.706 -2.195
H -1.455 -2.822 -0.703
H -3.589 -3.048 0.473
H -2.763 -2.649 2.059
```

Output
energy relative to the best compared isomer or geometry (same formula, charge and spin) = 62.9 kJ/mol
total energy = -945.78393 Eh
Kohn-Sham gap = 9.3 eV
structure (SMILES) = C=CCOc1c(CNn2nnnc2N)cccc1OC
HOMO energy = -8.696 eV

Results of the Löwdin charge analysis, in e, for atoms 1 through 2:
1. C 0.0262
2. C -0.1479

***

5.
Formula: C3H8N2O2
Source: the Open Molecules 2025 dataset
Level of theory: the ωB97M-V functional and the def2-TZVPD basis

XYZ file:
```
15
C3H8N2O2 the ωB97M-V functional and the def2-TZVPD basis
C 2.566 -0.556 -0.523
C -0.592 0.430 0.096
C -1.003 -0.885 0.456
H 2.001 -1.318 -1.035
H 3.486 -1.027 -0.135
H 2.948 0.350 -0.951
H 0.548 1.948 -0.145
H -1.374 2.275 -0.193
H -0.052 -1.495 0.320
H -1.337 -0.891 1.644
H -2.472 -0.504 -0.953
N 0.655 0.822 0.080
N -1.604 1.289 -0.237
O 1.733 0.107 0.591
O -2.100 -1.114 -0.294
```

Output
energy relative to the best compared isomer or geometry (same formula, charge and spin) = 579.7 kJ/mol
total energy = -378.92020 Eh
Kohn-Sham gap = 9.4 eV
structure (SMILES) = [H]/N=C(/CO)NOC
HOMO energy = -8.675 eV

Results of the Löwdin charge analysis, in e, for atoms 1 through 2:
1. C 0.0107
2. C -0.4690

***

6.
Formula: C34H54N3O3SV
Source: the Open Molecules 2025 dataset
Level of theory: the ωB97M-V functional and the def2-TZVPD basis

XYZ file:
```
96
C34H54N3O3SV the ωB97M-V functional and the def2-TZVPD basis
V 0.023 -0.260 -0.550
C -2.413 -0.974 0.866
N -0.988 -1.394 0.939
C -0.910 -2.856 0.705
C -0.429 -1.119 2.284
C -0.137 0.355 2.442
N 0.753 0.819 1.356
C 0.660 2.302 1.244
C 0.819 2.878 -0.130
C 1.621 3.996 -0.330
C 1.596 4.680 -1.534
C 0.705 4.242 -2.515
C -0.149 3.154 -2.369
C -0.011 2.448 -1.161
O -0.738 1.288 -0.948
C -1.231 2.841 -3.405
C -1.028 1.465 -4.041
C -2.602 2.891 -2.711
C -1.255 3.874 -4.537
C 2.491 5.885 -1.817
C 1.662 7.054 -2.367
C 3.198 6.383 -0.556
C 3.542 5.466 -2.854
C 2.146 0.410 1.679
C 3.111 0.665 0.569
C 4.271 1.397 0.747
C 5.178 1.559 -0.297
C 4.862 0.997 -1.527
C 3.710 0.243 -1.769
C 2.858 0.086 -0.673
O 1.712 -0.673 -0.771
C 3.384 -0.311 -3.154
C 2.103 0.366 -3.654
C 4.493 -0.021 -4.171
C 3.190 -1.834 -3.107
C 6.480 2.323 -0.059
C 7.369 2.366 -1.301
C 7.265 1.634 1.068
C 6.161 3.764 0.347
H -2.995 -1.525 1.610
H -2.796 -1.187 -0.130
H -2.506 0.094 1.050
H -1.355 -3.385 1.551
H 0.133 -3.154 0.596
H -1.450 -3.111 -0.199
H 0.475 -1.717 2.388
H -1.135 -1.460 3.049
H 0.306 0.554 3.424
H -1.066 0.922 2.393
H 1.380 2.766 1.925
H -0.336 2.586 1.592
H 2.254 4.325 0.484
H 0.665 4.797 -3.437
H -1.059 0.676 -3.293
H -0.078 1.414 -4.573
H -1.829 1.274 -4.759
H -2.696 2.124 -1.944
H -3.390 2.727 -3.448
H -2.768 3.867 -2.252
H -0.332 3.867 -5.120
H -1.429 4.885 -4.166
H -2.071 3.628 -5.217
H 0.877 7.341 -1.667
H 1.197 6.819 -3.324
H 2.308 7.919 -2.525
H 2.480 6.696 0.205
H 3.819 7.245 -0.801
H 3.847 5.625 -0.123
H 3.072 5.154 -3.789
H 4.143 4.631 -2.485
H 4.210 6.300 -3.074
H 2.135 -0.659 1.899
H 2.469 0.932 2.586
H 4.470 1.832 1.720
H 5.553 1.132 -2.340
H 2.217 1.452 -3.674
H 1.244 0.123 -3.026
H 1.872 0.027 -4.666
H 4.638 1.049 -4.328
H 4.212 -0.454 -5.131
H 5.444 -0.464 -3.873
H 2.348 -2.122 -2.481
H 4.088 -2.326 -2.732
H 3.004 -2.203 -4.117
H 7.660 1.366 -1.628
H 8.282 2.915 -1.073
H 6.879 2.875 -2.134
H 7.495 0.599 0.809
H 6.707 1.632 2.006
H 8.205 2.158 1.244
H 5.634 4.275 -0.458
H 7.082 4.312 0.550
H 5.543 3.808 1.246
O -2.876 -1.655 -3.139
S -1.500 -2.052 -2.921
N -0.746 -1.300 -1.872
```

Output
2S+1 = 2
expectation value of S² = 0.78
energy relative to the best compared isomer or geometry (same formula, charge and spin) = 0.0 kJ/mol
total energy = -3060.02314 Eh
Kohn-Sham gap (spin up / spin down) = 7.1 / 7.3 eV
total charge = +1
HOMO energy (spin up / spin down) = -11.160 / -11.196 eV

Results of the Löwdin charge analysis, in e, for atoms 1 through 2:
1. V 1.0056
2. C -0.0343

***

7.
Formula: H8O4
Source: the Open Molecules 2025 dataset
Level of theory: the ωB97M-V functional and the def2-TZVPD basis

XYZ file:
```
12
H8O4 the ωB97M-V functional and the def2-TZVPD basis
H 1.443 1.114 1.021
H 0.750 1.893 -0.085
H -3.307 0.667 -0.967
H -1.966 0.463 -0.280
H 2.401 -1.716 -1.145
H 1.683 -0.565 -0.459
H -0.126 -1.326 1.070
H -1.570 -1.373 1.541
O 1.555 1.879 0.446
O -2.363 0.601 -1.148
O 2.470 -0.769 -0.977
O -0.969 -0.868 0.982
```

Output
energy relative to the best compared isomer or geometry (same formula, charge and spin) = 111.2 kJ/mol
total energy = -305.73684 Eh
Kohn-Sham gap = 11.3 eV
structure (SMILES) = O.O.O.O
HOMO energy = -11.325 eV

Results of the Löwdin charge analysis, in e, for atoms 1 through 2:
1. H 0.0202
2. H 0.0372

***

8.
Formula: C50H40GeIrN4OSb
Source: the Open Molecules 2025 dataset
Level of theory: the ωB97M-V functional and the def2-TZVPD basis

XYZ file:
```
98
C50H40GeIrN4OSb the ωB97M-V functional and the def2-TZVPD basis
Ir -0.639 0.848 -0.695
C -2.257 -9.065 8.391
O -2.985 -8.872 7.202
C -2.788 -7.877 6.390
C -1.822 -6.850 6.573
C -1.723 -5.838 5.664
C -2.558 -5.792 4.517
C -3.511 -6.816 4.321
C -3.627 -7.828 5.233
C -2.378 -4.675 3.642
N -1.578 -3.666 3.965
C -1.636 -2.792 2.959
C -2.504 -3.272 1.947
N -2.967 -4.460 2.413
C -2.716 -2.554 0.737
C -3.617 -2.898 -0.284
C -3.684 -2.109 -1.414
C -2.816 -1.028 -1.546
N -1.961 -0.678 -0.593
C -1.937 -1.379 0.563
C -1.123 -0.849 1.624
N -0.553 0.361 1.424
C 0.106 0.930 2.421
C 0.286 0.321 3.662
C -0.246 -0.931 3.879
C -0.983 -1.529 2.850
H -2.632 -9.987 8.836
H -2.408 -8.237 9.092
H -1.185 -9.162 8.197
H -1.167 -6.864 7.429
H -1.001 -5.048 5.795
H -4.169 -6.807 3.466
H -4.357 -8.614 5.112
H -3.593 -5.088 1.930
H -4.261 -3.759 -0.187
H -4.383 -2.333 -2.206
H -2.814 -0.442 -2.458
H 0.505 1.922 2.250
H 0.827 0.836 4.439
H -0.130 -1.451 4.817
Ge 0.507 -0.482 -2.423
C 0.075 -0.431 -4.390
C -0.116 0.751 -5.084
C -0.519 0.702 -6.411
C -0.660 -0.524 -7.041
C -0.456 -1.706 -6.346
C -0.058 -1.659 -5.020
C 2.512 -0.413 -2.650
C 3.251 0.649 -2.165
C 4.634 0.603 -2.231
C 5.252 -0.474 -2.842
C 4.509 -1.535 -3.334
C 3.124 -1.499 -3.254
H 0.284 -1.984 -2.165
H 0.025 1.711 -4.608
H -0.709 1.623 -6.943
H -0.900 -0.560 -8.095
H -0.598 -2.665 -6.825
H 0.117 -2.581 -4.482
H 2.768 1.495 -1.691
H 5.207 1.415 -1.806
H 6.327 -0.479 -2.965
H 4.996 -2.378 -3.807
H 2.538 -2.323 -3.639
C -1.667 7.371 0.948
C -2.292 6.729 -0.113
C -1.809 5.513 -0.570
C -0.680 4.961 0.025
C -0.079 5.576 1.116
C -0.561 6.797 1.558
Sb 0.337 3.303 -0.892
C 0.786 4.130 -2.831
C 0.388 5.419 -3.164
C 0.835 5.985 -4.347
C 1.657 5.270 -5.205
C 2.043 3.979 -4.874
C 1.598 3.405 -3.697
C 2.275 3.473 0.050
C 2.925 4.680 -0.144
C 4.116 4.917 0.526
C 4.649 3.953 1.365
C 4.003 2.741 1.536
C 2.814 2.492 0.864
H -2.058 8.308 1.316
H -3.152 7.175 -0.587
H -2.308 5.013 -1.391
H 0.779 5.132 1.604
H -0.065 7.300 2.375
H -0.248 5.994 -2.504
H 0.541 6.993 -4.596
H 1.988 5.711 -6.132
H 2.687 3.416 -5.531
H 1.901 2.394 -3.456
H 2.509 5.436 -0.796
H 4.625 5.859 0.384
H 5.579 4.140 1.882
H 4.425 1.981 2.176
H 2.334 1.526 0.971
```

Output
total energy = -4643.57874 Eh
Kohn-Sham gap (spin up / spin down) = 1.5 / 1.5 eV
total charge = +4
HOMO energy (spin up / spin down) = -16.216 / -16.204 eV

Results of the Löwdin charge analysis, in e, for atoms 1 through 2:
1. Ir 0.7700
2. C 0.0264

***

The highest total energy belongs to which entry? H8O4